Record 1
{
  "formula": "CH3O3",
  "method": "ωB97M-V with the def2-TZVPD basis set",
  "e_homo_ev": -3.62,
  "total_energy_ev": -7229.113,
  "orbital_gap_ha": 0.2559,
  "charge": -1,
  "symbols": ["O", "O", "O", "C", "H", "H", "H"],
  "coordinates": [[0.00, 0.00, 0.00], [-4.02, -0.11, -5.94], [-2.13, 0.61, -0.14], [-0.91, 0.85, 0.15], [-3.36, -0.75, -6.30], [-0.50, 1.78, 0.61], [-3.77, -0.02, -4.99]]
}

Record 2
{
  "formula": "CH3O3PS2",
  "method": "ωB97M-V with the def2-TZVPD basis set",
  "e_homo_ev": -0.06,
  "total_energy_ev": -38188.797,
  "orbital_gap_ha": 0.2041,
  "charge": -2,
  "symbols": ["S", "S", "P", "O", "O", "O", "C", "H", "H", "H"],
  "coordinates": [[1.97, 0.39, -2.95], [1.67, -0.67, 1.30], [-1.05, 0.06, 0.55], [-1.54, 1.08, -0.40], [-1.82, -1.15, 0.89], [-0.76, 0.86, 2.02], [0.63, -0.42, 0.08], [1.08, -0.63, -0.88], [0.50, 0.45, -2.97], [-0.68, 0.02, 2.36]]
}

Record 3
{
  "formula": "CH3O3S",
  "method": "ωB97M-V with the def2-TZVPD basis set",
  "e_homo_ev": [-3.42, -5.00],
  "total_energy_ev": -18061.957,
  "orbital_gap_ha": [0.2594, 0.3283],
  "charge": -1,
  "symbols": ["S", "O", "O", "O", "C", "H", "H", "H"],
  "coordinates": [[-1.43, 0.03, 0.05], [-1.89, -0.31, 1.42], [-1.73, -1.02, -0.99], [-1.76, 1.39, -0.39], [1.64, -0.03, -0.10], [1.76, -0.81, 0.61], [2.08, -0.20, -1.04], [1.34, 0.96, 0.45]]
}

Record 4
{
  "formula": "CH3O3S2",
  "method": "ωB97M-V with the def2-TZVPD basis set",
  "e_homo_ev": -4.34,
  "total_energy_ev": -28898.777,
  "orbital_gap_ha": 0.2859,
  "charge": -1,
  "symbols": ["S", "S", "O", "O", "O", "C", "H", "H", "H"],
  "coordinates": [[0.19, 0.21, -2.50], [-0.72, -1.27, 1.35], [0.38, -0.35, 1.73], [-0.46, -2.00, 0.06], [-2.11, -0.34, 0.74], [1.05, -0.82, -1.60], [-2.06, 0.20, -0.02], [1.52, -1.75, -2.03], [1.34, -0.64, -0.49]]
}

Record 5
{
  "formula": "CH3O3S2",
  "method": "ωB97M-V with the def2-TZVPD basis set",
  "e_homo_ev": [-4.07, -4.07],
  "total_energy_ev": -28898.206,
  "orbital_gap_ha": [0.2624, 0.2624],
  "charge": -1,
  "symbols": ["S", "S", "O", "O", "O", "C", "H", "H", "H"],
  "coordinates": [[-1.17, 0.05, 0.67], [2.60, -0.76, -0.45], [-1.78, -1.16, 0.23], [-1.40, 1.18, -0.22], [-1.07, 0.43, 2.05], [1.09, -0.01, -0.69], [0.25, -0.46, -1.27], [1.03, 1.09, -0.61], [0.45, -0.36, 0.29]]
}

Record 6
{
  "formula": "CH3O3S2",
  "method": "ωB97M-V with the def2-TZVPD basis set",
  "e_homo_ev": -2.86,
  "total_energy_ev": -28898.230,
  "smiles": "CS(=O)(=O)S[O-]",
  "orbital_gap_ha": 0.2440,
  "charge": -1,
  "symbols": ["S", "S", "O", "O", "O", "C", "H", "H", "H"],
  "coordinates": [[2.16, -0.49, -0.52], [0.43, 0.70, 0.04], [2.14, -1.70, 0.42], [0.44, 1.76, -1.01], [0.58, 1.14, 1.39], [-1.26, -0.19, 0.00], [-1.67, -0.31, -1.11], [-1.91, 0.28, 0.64], [-0.90, -1.18, 0.16]]
}

Record 7
{
  "formula": "CH3O4S2",
  "method": "ωB97M-V with the def2-TZVPD basis set",
  "e_homo_ev": -3.80,
  "total_energy_ev": -30946.490,
  "smiles": "CSOS(=O)(=O)[O-]",
  "orbital_gap_ha": 0.2731,
  "charge": -1,
  "symbols": ["S", "S", "O", "O", "O", "O", "C", "H", "H", "H"],
  "coordinates": [[-0.47, -1.45, -0.35], [1.64, 0.44, -0.22], [0.71, 1.38, 0.35], [0.84, -1.23, 0.60], [1.46, 0.31, -1.64], [3.03, 0.27, 0.21], [-1.68, -0.12, 0.11], [-1.82, -0.19, 1.28], [-1.07, 0.77, -0.01], [-2.64, -0.19, -0.33]]
}

Record 8
{
  "formula": "CH3OP",
  "method": "ωB97M-V with the def2-TZVPD basis set",
  "e_homo_ev": -9.82,
  "total_energy_ev": -12419.659,
  "smiles": "C1OP1",
  "orbital_gap_ha": 0.3915,
  "symbols": ["P", "O", "C", "H", "H", "H"],
  "coordinates": [[-1.16, 0.42, -0.04], [-0.51, -1.09, 0.14], [0.50, -0.27, -0.32], [1.23, 0.00, 0.30], [-0.91, 1.04, 1.37], [0.85, -0.11, -1.46]]
}

Record 9
{
  "formula": "CH3OS",
  "method": "ωB97M-V with the def2-TZVPD basis set",
  "multiplicity": 2,
  "e_homo_ev": [-10.10, -9.96],
  "s_squared": 0.75,
  "total_energy_ev": -13965.832,
  "orbital_gap_ha": [0.3933, 0.2650],
  "symbols": ["S", "O", "C", "H", "H", "H"],
  "coordinates": [[0.45, -2.09, -0.50], [-0.67, 2.08, -0.30], [-0.02, 1.13, -0.01], [0.76, 1.18, 0.77], [-0.15, 0.11, -0.48], [-0.38, -2.41, 0.52]]
}

Record 10
{
  "formula": "CH3PS",
  "method": "ωB97M-V with the def2-TZVPD basis set",
  "e_homo_ev": [-8.39, -7.91],
  "total_energy_ev": -21204.631,
  "orbital_gap_ha": [0.2777, 0.2568],
  "symbols": ["S", "P", "C", "H", "H", "H"],
  "coordinates": [[1.82, -0.41, 1.45], [-0.29, -0.87, -0.82], [0.57, -0.12, 0.55], [-1.54, -0.38, -0.48], [-0.02, 0.21, -1.66], [-0.55, 1.57, 0.96]]
}

Record 11
{
  "formula": "CH3PS",
  "method": "ωB97M-V with the def2-TZVPD basis set",
  "e_homo_ev": [-8.67, -7.52],
  "total_energy_ev": -21206.661,
  "orbital_gap_ha": [0.2727, 0.2214],
  "symbols": ["S", "P", "C", "H", "H", "H"],
  "coordinates": [[4.23, -0.61, -0.02], [3.04, 0.89, 0.00], [-0.01, 0.05, 0.00], [0.24, -0.86, 0.51], [-0.16, 0.01, -1.06], [-0.42, 0.86, 0.56]]
}

Record 12
{
  "formula": "CH3PSi",
  "method": "ωB97M-V with the def2-TZVPD basis set",
  "e_homo_ev": [-8.08, -8.24],
  "total_energy_ev": -18248.148,
  "orbital_gap_ha": [0.2490, 0.2651],
  "symbols": ["P", "Si", "C", "H", "H", "H"],
  "coordinates": [[-2.57, 0.26, 0.03], [0.28, 0.26, 0.01], [-1.35, -0.84, -0.04], [-0.35, 1.37, 0.88], [-1.47, -1.80, -0.38], [0.41, 0.99, -1.35]]
}

Short version: max |F| = 2.85; 4.56; 3.73; 3.14; 2.31; 5.58; 4.25; 5.94; 0.45; 3.02; 0.88; 3.15 eV Å⁻¹, in the order given.
Short version: relative energy (zero: lowest compared OMol25 entry of this formula, charge and spin) = 86.14; 0.95; 280.10; 156.36; 211.53; 209.21; 141.20; 163.72; 3.39; 416.10; 220.26; 146.57 kJ/mol, in the order given.